{"formula": "C19H23BrN5O8P2Ti", "method": "the ωB97M-V functional and the def2-TZVPD basis", "e_above_lowest_kj_mol": 0.0, "e_tot_ha": -5720.0493, "orbital_gap_ev": [6.80, 7.17], "homo_ev": [-7.6, -8.0], "spin_multiplicity": 2, "species": ["H", "H", "O", "C", "O", "O", "C", "H", "H", "O", "H", "H", "H", "H", "H", "H", "H", "H", "O", "H", "H", "H", "C", "C", "N", "Ti", "H", "P", "C", "H", "H", "C", "C", "C", "C", "C", "C", "C", "H", "H", "H", "N", "C", "C", "C", "C", "P", "H", "C", "N", "H", "N", "C", "Br", "O", "N", "O", "O", "C"], "positions_angstrom": [[2.041, -2.391, -2.981], [0.124, -2.766, 3.712], [-3.012, 3.324, -3.703], [1.293, 0.833, 3.301], [-2.467, 1.259, -2.382], [0.349, 2.400, 0.196], [-3.160, -0.349, 1.824], [0.080, 0.902, -3.654], [1.291, 1.875, -2.987], [-4.725, 2.209, -2.177], [2.372, 1.910, 1.767], [2.836, -1.010, -2.196], [-0.541, -2.527, -2.955], [-2.231, -1.369, 3.533], [-1.306, 5.743, -4.585], [1.569, -4.149, 1.839], [-1.428, -1.015, -2.540], [1.930, -0.704, -3.719], [-4.104, 1.246, -4.476], [0.600, -2.837, -0.811], [5.068, -2.349, 3.466], [-4.053, -0.973, 1.709], [0.214, 0.109, 3.551], [0.584, -1.748, -0.651], [0.922, -1.324, 5.288], [-0.931, 2.000, -1.315], [-3.777, 0.590, -0.012], [-1.495, 3.872, -3.673], [-0.500, -1.467, -2.858], [2.221, 0.613, 3.913], [3.746, -1.103, 5.081], [3.243, -1.749, 4.452], [2.000, -1.291, -2.750], [3.366, -3.237, 2.625], [1.399, 1.578, 2.134], [-2.167, -0.526, 2.818], [1.962, -3.443, 2.588], [0.668, -1.066, -2.002], [1.395, -1.477, -0.035], [-0.300, -1.189, -3.875], [1.424, 0.634, -1.250], [0.091, -0.550, 4.828], [-0.964, 1.114, 1.644], [-3.014, 0.553, 0.781], [-0.988, 0.247, 2.759], [1.913, -1.861, 4.405], [-3.597, 1.860, -3.238], [-5.131, 3.028, -2.470], [1.247, -2.744, 3.482], [0.562, 0.403, -1.667], [-0.321, -1.359, -0.142], [0.451, 1.354, -2.770], [0.263, 1.751, 1.345], [4.343, -4.075, 1.182], [-1.144, 3.644, -2.164], [-1.913, 1.268, 0.677], [-1.754, 5.433, -3.738], [-0.578, 3.335, -4.668], [4.031, -2.440, 3.542]], "forces_ev_per_a": [[0.264, 1.052, -0.003], [1.741, -0.498, -1.095], [0.196, 0.214, -0.044], [3.440, -0.304, -0.063], [-0.452, -0.529, -0.348], [-0.100, -0.192, 0.165], [0.177, -0.931, 1.106], [0.439, 0.792, 1.399], [0.190, -0.143, 0.031], [-0.007, 0.459, 0.271], [-0.457, 0.294, 0.213], [1.452, 0.474, 0.967], [-0.330, -0.929, 0.431], [-0.204, 0.774, -0.334], [-0.881, -0.251, 1.512], [-0.003, 0.529, 0.562], [-0.357, -0.118, 0.147], [0.400, -0.805, 1.000], [0.249, -0.410, 1.002], [-0.269, 0.374, 0.332], [1.420, 0.260, 0.138], [0.411, 0.020, 0.736], [-2.750, -1.183, 1.242], [-0.987, -0.092, -0.534], [0.862, 0.303, 0.438], [-0.283, 0.118, 1.227], [0.547, 0.289, 0.319], [-1.622, -0.187, 2.095], [0.390, 0.421, -0.448], [-1.311, 0.700, -0.691], [0.671, 1.295, 1.581], [1.045, -0.508, -0.602], [-2.487, -1.074, -1.814], [0.071, -0.402, -0.768], [-0.470, 0.365, -0.608], [-0.814, -0.772, -0.655], [1.462, -0.716, -1.033], [0.423, 0.772, -0.057], [1.223, 0.246, 0.829], [-0.137, 0.586, -0.753], [1.059, 0.476, 1.161], [-1.221, 0.654, 0.262], [0.543, 0.025, 0.161], [0.101, -0.025, -0.188], [-0.537, -0.047, -0.515], [-2.760, -1.380, -1.127], [1.126, -0.157, -1.546], [-0.535, 0.187, 0.131], [-1.652, 1.317, 2.266], [-0.753, -0.298, -1.305], [0.231, -0.715, -0.221], [-0.723, -1.185, -1.332], [1.955, 1.122, -1.376], [-0.088, 0.193, 0.526], [0.359, 0.381, -0.461], [0.260, -0.201, -0.304], [1.104, 0.690, -2.124], [0.451, -0.248, -0.583], [-2.076, -1.082, -1.317]]}

{"formula": "HO5P", "method": "the ωB97M-V functional and the def2-TZVPD basis", "total_charge": -2, "e_above_lowest_kj_mol": 136.5, "e_tot_ha": -718.0929, "orbital_gap_ev": 6.11, "homo_ev": 1.1, "species": ["O", "O", "O", "O", "H", "P", "O"], "positions_angstrom": [[-1.850, -0.785, 0.320], [-0.795, 1.358, 0.993], [-1.212, 0.875, -1.584], [1.209, -0.530, -0.079], [1.138, -1.083, 0.676], [-1.198, 0.454, -0.077], [2.708, -0.289, -0.251]], "forces_ev_per_a": [[-1.021, -2.205, 0.300], [0.295, 1.659, 1.021], [-0.139, -0.701, 3.328], [0.619, 0.770, -1.531], [0.267, -0.667, 1.089], [0.899, 1.470, -4.579], [-0.920, -0.326, 0.372]]}

{"formula": "C2H6N2S", "method": "the ωB97M-V functional and the def2-TZVPD basis", "e_above_lowest_kj_mol": 231.4, "e_tot_ha": -587.4159, "orbital_gap_ev": 9.06, "smiles": "CN(N)C=S", "homo_ev": -8.5, "species": ["H", "C", "N", "H", "H", "H", "C", "S", "H", "N", "H"], "positions_angstrom": [[0.005, -1.645, -0.180], [-2.068, -0.708, 0.052], [-0.883, 0.081, -0.011], [-1.738, -1.800, 0.270], [-0.554, 1.876, 0.859], [-2.538, -0.400, 0.970], [0.306, -0.619, -0.214], [1.868, -0.105, 0.067], [-2.669, -0.333, -0.731], [-0.823, 1.418, -0.083], [0.113, 1.449, -0.628]], "forces_ev_per_a": [[0.679, -0.836, -0.685], [0.624, -0.259, 2.104], [4.418, -3.949, -0.405], [-1.171, 1.834, -1.282], [-0.576, -1.174, -1.531], [-0.681, -0.036, 0.515], [-1.377, 0.920, 2.578], [-1.129, 0.056, -0.911], [-1.197, -0.876, -1.241], [2.092, 2.976, -0.103], [-1.681, 1.343, 0.959]]}